Record 1
{"formula": "C5H15NO", "method": "ωB97M-V with the def2-TZVPD basis set", "lumo_ev": 0.9, "charge": 0, "homo_energy_ev": -8.38, "gap_ha": 0.3401, "smiles": "CCCNCC.O", "e_tot_ha": -329.4707, "symbols": ["C", "C", "C", "N", "C", "C", "H", "H", "H", "H", "H", "H", "H", "H", "H", "H", "H", "H", "H", "O", "H", "H"], "positions_angstrom": [[1.313, 1.817, -0.665], [1.556, 1.294, 0.760], [1.855, -0.190, 0.770], [0.689, -0.985, 0.549], [0.628, -1.908, -0.573], [1.089, -3.315, -0.163], [0.388, 1.473, -1.139], [2.137, 1.393, -1.234], [1.297, 2.894, -0.766], [2.332, 1.845, 1.243], [0.635, 1.431, 1.347], [2.309, -0.520, 1.713], [2.635, -0.451, 0.043], [-0.167, -0.457, 0.573], [-0.410, -2.006, -0.866], [1.165, -1.550, -1.453], [2.081, -3.300, 0.294], [0.348, -3.722, 0.515], [1.161, -3.952, -1.052], [-5.961, 2.821, -0.169], [-5.502, 2.435, -0.924], [-6.793, 3.068, -0.587]], "nbo_charge": [-0.611, -0.403, -0.211, -0.644, -0.207, -0.609, 0.202, 0.199, 0.212, 0.208, 0.192, 0.181, 0.174, 0.360, 0.186, 0.163, 0.202, 0.207, 0.199, -0.928, 0.463, 0.464]}


Record 2
{"formula": "C5H15NO", "method": "ωB97M-V with the def2-TZVPD basis set", "lumo_ev": 0.6, "charge": 0, "homo_energy_ev": -8.44, "gap_ha": 0.3327, "smiles": "CCCNCC.O", "e_tot_ha": -329.4616, "symbols": ["C", "C", "C", "N", "C", "C", "H", "H", "H", "H", "H", "H", "H", "H", "H", "H", "H", "H", "H", "O", "H", "H"], "positions_angstrom": [[-3.391, 0.140, -0.194], [-2.106, -0.552, 0.382], [-1.212, 0.514, 1.039], [0.071, -0.057, 1.477], [1.092, -0.392, 0.516], [2.068, -1.348, 1.168], [-3.737, -0.516, -1.005], [-3.142, 1.039, -0.762], [-4.167, 0.297, 0.546], [-2.493, -1.255, 1.112], [-1.596, -1.092, -0.412], [-1.642, 0.970, 1.931], [-1.051, 1.280, 0.285], [-0.113, -0.904, 2.007], [0.633, -1.020, -0.291], [1.536, 0.441, -0.037], [1.788, -2.398, 1.147], [3.072, -1.231, 0.731], [2.336, -1.066, 2.196], [4.269, 2.447, -4.250], [4.394, 2.618, -3.308], [3.390, 2.085, -4.278]], "nbo_charge": [-0.612, -0.414, -0.214, -0.627, -0.216, -0.629, 0.207, 0.199, 0.209, 0.195, 0.199, 0.199, 0.185, 0.347, 0.145, 0.189, 0.208, 0.216, 0.214, -0.930, 0.466, 0.464]}


Record 3
{"formula": "C5H15NO", "method": "ωB97M-V with the def2-TZVPD basis set", "lumo_ev": 0.8, "charge": 0, "homo_energy_ev": -9.75, "gap_ha": 0.3873, "smiles": "CC(C)[C@H](C)N.O", "e_tot_ha": -329.4135, "symbols": ["C", "C", "C", "C", "C", "N", "H", "H", "H", "H", "H", "H", "H", "H", "H", "H", "H", "H", "H", "O", "H", "H"], "positions_angstrom": [[0.717, -2.725, -0.370], [0.699, -1.339, 0.328], [1.693, -1.144, 1.527], [-0.536, -0.391, 0.631], [-0.131, 1.095, 0.467], [-1.010, -0.576, 2.015], [1.702, -3.152, -0.131], [0.695, -2.688, -1.569], [-0.090, -3.437, -0.043], [1.179, -0.685, -0.365], [1.757, -2.227, 1.995], [2.805, -0.859, 1.447], [1.234, -0.405, 2.136], [-1.248, -0.634, -0.221], [0.611, 1.239, -0.368], [-0.995, 1.711, 0.161], [0.052, 1.454, 1.485], [-1.623, -1.360, 2.186], [-1.911, -0.021, 2.042], [-2.214, 5.434, -4.538], [-1.687, 4.780, -4.958], [-1.698, 5.930, -3.858]], "nbo_charge": [-0.612, -0.243, -0.624, -0.039, -0.637, -0.843, 0.218, 0.210, 0.208, 0.196, 0.195, 0.210, 0.226, 0.174, 0.218, 0.210, 0.226, 0.361, 0.344, -0.949, 0.472, 0.477]}


Record 4
{"formula": "C5H15NO", "method": "ωB97M-V with the def2-TZVPD basis set", "lumo_ev": 1.1, "charge": 0, "homo_energy_ev": -9.69, "gap_ha": 0.3967, "smiles": "CCCN.CCO", "e_tot_ha": -329.4848, "symbols": ["C", "C", "C", "N", "H", "H", "H", "H", "H", "H", "H", "H", "H", "C", "C", "O", "H", "H", "H", "H", "H", "H"], "positions_angstrom": [[-2.007, 0.218, -2.415], [-1.623, -0.655, -1.226], [-0.269, -1.315, -1.422], [0.207, -1.937, -0.165], [-1.280, 1.017, -2.585], [-2.064, -0.368, -3.335], [-2.978, 0.675, -2.256], [-1.601, -0.052, -0.317], [-2.373, -1.440, -1.099], [-0.326, -2.056, -2.227], [0.458, -0.560, -1.711], [-0.574, -2.423, 0.266], [0.906, -2.635, -0.376], [1.385, 1.698, 2.885], [1.628, 1.467, 1.406], [0.549, 0.812, 0.796], [2.195, 2.256, 3.370], [1.275, 0.752, 3.414], [0.454, 2.241, 3.032], [1.720, 2.412, 0.885], [2.550, 0.892, 1.266], [0.550, -0.155, 0.915]], "nbo_charge": [-0.601, -0.411, -0.213, -0.854, 0.208, 0.198, 0.211, 0.221, 0.186, 0.165, 0.193, 0.355, 0.362, -0.631, -0.054, -0.762, 0.205, 0.199, 0.209, 0.168, 0.151, 0.498]}


Record 5
{"formula": "C5H15NO", "method": "ωB97M-V with the def2-TZVPD basis set", "lumo_ev": 0.9, "charge": 0, "homo_energy_ev": -9.20, "gap_ha": 0.3714, "smiles": "CC(C)CCN.O", "e_tot_ha": -329.4775, "symbols": ["C", "C", "C", "C", "C", "N", "H", "H", "H", "H", "H", "H", "H", "H", "H", "H", "H", "H", "H", "O", "H", "H"], "positions_angstrom": [[-0.721, -1.846, -0.268], [-0.806, -0.344, 0.076], [-1.925, -0.055, 1.071], [0.591, 0.096, 0.578], [0.667, 1.644, 0.758], [0.184, 2.373, -0.420], [-1.580, -2.253, -0.797], [-0.424, -2.344, 0.656], [0.095, -2.015, -0.979], [-0.941, 0.251, -0.832], [-2.879, -0.373, 0.655], [-2.034, 0.980, 1.381], [-1.681, -0.691, 1.930], [1.491, -0.232, 0.075], [0.587, -0.246, 1.621], [1.686, 1.917, 1.062], [0.039, 1.941, 1.600], [0.776, 2.249, -1.223], [0.025, 3.324, -0.125], [2.672, -1.383, -2.389], [1.963, -1.854, -2.855], [2.214, -1.138, -1.573]], "nbo_charge": [-0.600, -0.225, -0.608, -0.403, -0.209, -0.859, 0.213, 0.202, 0.187, 0.213, 0.214, 0.214, 0.195, 0.187, 0.201, 0.166, 0.182, 0.362, 0.366, -0.928, 0.466, 0.463]}


Record 6
{"formula": "C5H15NO", "method": "ωB97M-V with the def2-TZVPD basis set", "lumo_ev": 1.0, "charge": 0, "homo_energy_ev": -9.25, "gap_ha": 0.3754, "smiles": "CCCCNC.O", "e_tot_ha": -329.4690, "symbols": ["C", "C", "C", "C", "N", "C", "H", "H", "H", "H", "H", "H", "H", "H", "H", "H", "H", "H", "H", "O", "H", "H"], "positions_angstrom": [[1.931, -1.418, 0.232], [2.163, 0.103, 0.397], [0.905, 0.866, 0.735], [-0.091, 0.975, -0.428], [-1.435, 0.618, -0.021], [-2.470, 1.046, -0.967], [1.027, -1.718, 0.729], [2.685, -1.994, 0.773], [1.948, -1.615, -0.829], [3.034, 0.338, 1.012], [2.594, 0.480, -0.535], [0.407, 0.317, 1.555], [1.129, 1.818, 1.233], [0.001, 1.964, -0.871], [0.248, 0.224, -1.151], [-1.655, 0.957, 0.905], [-3.402, 1.217, -0.431], [-2.184, 1.922, -1.559], [-2.641, 0.245, -1.699], [-1.242, -2.483, 0.177], [-1.107, -1.586, -0.172], [-1.846, -2.277, 0.914]], "nbo_charge": [-0.630, -0.405, -0.408, -0.222, -0.650, -0.415, 0.226, 0.213, 0.208, 0.209, 0.192, 0.195, 0.207, 0.173, 0.182, 0.361, 0.202, 0.176, 0.191, -0.950, 0.482, 0.463]}


Record 7
{"formula": "C5H15NO2", "method": "ωB97M-V with the def2-TZVPD basis set", "lumo_ev": [3.9, 3.3], "charge": -1, "homo_energy_ev": [-3.76, -3.75], "spin_multiplicity": 2, "gap_ha": [0.2812, 0.2585], "e_tot_ha": -404.6219, "symbols": ["C", "N", "C", "C", "C", "O", "C", "H", "H", "H", "H", "H", "H", "H", "H", "H", "H", "H", "H", "H", "H", "H", "O"], "positions_angstrom": [[0.041, 0.291, -2.219], [0.332, -0.789, -1.333], [-0.194, -0.647, -0.030], [0.742, 0.315, 0.955], [2.199, 0.281, 0.460], [0.284, 1.613, 1.038], [-1.609, -0.110, 0.105], [-1.034, 0.550, -2.377], [0.602, 1.261, -1.968], [0.402, 0.023, -3.210], [0.177, -3.755, -1.209], [-0.259, -1.664, 0.426], [0.648, -0.024, 2.013], [2.559, -0.710, 0.747], [2.115, 0.241, -0.650], [2.803, 1.155, 0.641], [-0.433, 1.688, 1.772], [-2.423, -0.590, -0.476], [-1.828, 0.973, -0.076], [-1.938, 0.030, 1.165], [-2.053, 2.015, 3.301], [0.441, -3.511, -1.860], [-1.573, 1.365, 2.783]], "nbo_charge": [-0.489, -0.279, -0.157, 0.139, -0.643, -0.796, -0.710, 0.199, 0.212, 0.175, -0.015, 0.183, 0.180, 0.199, 0.203, 0.212, 0.534, 0.182, 0.232, 0.310, 0.419, 0.013, -1.302]}


Record 8
{"formula": "C5H15NO2", "method": "ωB97M-V with the def2-TZVPD basis set", "lumo_ev": 0.9, "charge": 0, "homo_energy_ev": -9.19, "gap_ha": 0.3690, "smiles": "C/C=C/CNC.O.O", "e_tot_ha": -404.6362, "symbols": ["C", "C", "C", "C", "N", "C", "H", "H", "H", "H", "H", "H", "H", "H", "H", "H", "H", "O", "H", "H", "O", "H", "H"], "positions_angstrom": [[2.751, -0.818, -0.849], [1.628, -1.132, 0.131], [0.916, -0.239, 0.754], [-0.491, -0.464, 1.494], [-1.309, 0.689, 1.231], [-0.721, 1.630, 2.276], [2.189, -0.317, -1.662], [3.336, -1.622, -1.292], [3.380, -0.072, -0.405], [1.278, -2.109, 0.145], [1.048, 0.888, 0.817], [-0.193, -0.533, 2.642], [-0.839, -1.407, 1.132], [-2.364, 0.615, 1.284], [0.269, 1.274, 2.625], [-1.462, 1.859, 3.118], [-0.627, 2.654, 1.812], [0.041, -1.003, -3.016], [0.740, -0.735, -2.361], [0.092, -0.355, -3.651], [-2.350, 0.953, -1.227], [-1.792, 1.492, -0.650], [-1.916, 0.081, -1.066]], "nbo_charge": [-0.626, -0.212, -0.184, -0.244, -0.685, -0.446, 0.185, 0.228, 0.223, 0.198, 0.190, 0.162, 0.205, 0.402, 0.210, 0.204, 0.197, -0.928, 0.462, 0.463, -0.950, 0.478, 0.468]}


Record 9
{"formula": "C5H15NO2", "method": "ωB97M-V with the def2-TZVPD basis set", "lumo_ev": 0.7, "charge": 0, "homo_energy_ev": -8.52, "gap_ha": 0.3388, "smiles": "CN[C@@H](C)[C@H](C)O.O", "e_tot_ha": -404.6786, "symbols": ["C", "N", "C", "C", "C", "C", "O", "H", "H", "H", "H", "H", "H", "H", "H", "H", "H", "H", "H", "H", "O", "H", "H"], "positions_angstrom": [[2.376, -0.019, -0.728], [1.107, 0.430, -0.084], [-0.190, 0.428, -0.907], [-0.413, -0.942, -1.557], [-1.330, 0.775, 0.047], [-1.442, 2.236, 0.332], [-1.244, -0.103, 1.121], [2.882, -0.740, -0.146], [3.059, 0.767, -1.109], [2.032, -0.500, -1.698], [0.975, -0.208, 0.716], [-0.076, 1.247, -1.671], [-0.408, -0.757, -2.550], [0.404, -1.559, -1.296], [-1.305, -1.373, -1.291], [-2.249, 0.494, -0.556], [-1.469, 2.844, -0.522], [-0.616, 2.673, 0.859], [-2.332, 2.576, 0.884], [-1.220, 0.288, 1.956], [0.858, -2.391, 1.457], [0.043, -1.954, 1.713], [1.610, -1.727, 1.561]], "nbo_charge": [-0.415, -0.661, -0.036, -0.637, 0.101, -0.648, -0.739, 0.188, 0.191, 0.174, 0.350, 0.192, 0.204, 0.224, 0.211, 0.157, 0.225, 0.220, 0.211, 0.481, -0.941, 0.485, 0.463]}


Record 10
{"formula": "C5H15NO2", "method": "ωB97M-V with the def2-TZVPD basis set", "lumo_ev": 0.8, "charge": 0, "homo_energy_ev": -8.97, "gap_ha": 0.3599, "smiles": "CCC[C@H](N)CO.O", "e_tot_ha": -404.7100, "symbols": ["C", "C", "C", "C", "N", "C", "O", "H", "H", "H", "H", "H", "H", "H", "H", "H", "H", "H", "H", "H", "O", "H", "H"], "positions_angstrom": [[0.913, -3.542, 0.680], [0.648, -2.191, -0.053], [0.283, -1.097, 0.922], [0.072, 0.319, 0.382], [-1.203, 0.406, -0.374], [1.170, 0.698, -0.607], [1.029, 2.078, -0.953], [1.044, -3.352, 1.751], [1.921, -3.884, 0.431], [0.201, -4.307, 0.388], [-0.033, -2.350, -0.888], [1.562, -1.937, -0.576], [1.075, -1.031, 1.686], [-0.553, -1.334, 1.587], [0.043, 1.099, 1.144], [-1.679, -0.494, -0.359], [-1.788, 1.130, 0.018], [0.952, 0.164, -1.535], [2.174, 0.512, -0.228], [1.665, 2.680, -0.564], [-2.550, 3.033, 0.005], [-2.980, 2.530, -0.701], [-1.720, 3.276, -0.443]], "nbo_charge": [-0.611, -0.415, -0.415, -0.073, -0.873, -0.067, -0.750, 0.206, 0.207, 0.214, 0.204, 0.200, 0.203, 0.209, 0.191, 0.354, 0.381, 0.187, 0.161, 0.473, -0.938, 0.469, 0.481]}


Record 11
{"formula": "C5H15NO2", "method": "ωB97M-V with the def2-TZVPD basis set", "lumo_ev": 0.8, "charge": 0, "homo_energy_ev": -8.82, "gap_ha": 0.3524, "smiles": "CCCCNCO.O", "e_tot_ha": -404.7004, "symbols": ["C", "C", "C", "C", "N", "C", "O", "H", "H", "H", "H", "H", "H", "H", "H", "H", "H", "H", "H", "H", "O", "H", "H"], "positions_angstrom": [[1.436, 2.411, 2.674], [1.325, 1.113, 1.917], [0.583, 1.338, 0.577], [0.408, 0.155, -0.370], [-0.462, -0.826, 0.292], [-0.428, -2.186, -0.164], [0.474, -3.010, 0.546], [2.160, 2.305, 3.483], [0.490, 2.606, 3.160], [1.758, 3.319, 2.167], [2.206, 0.586, 1.541], [0.741, 0.380, 2.454], [0.976, 2.222, 0.055], [-0.439, 1.662, 0.702], [-0.144, 0.522, -1.226], [1.369, -0.305, -0.621], [-0.419, -0.758, 1.299], [-1.405, -2.637, -0.038], [-0.128, -2.139, -1.212], [1.289, -2.635, 0.883], [-3.041, 0.637, -4.622], [-2.128, 0.943, -4.613], [-3.432, 0.949, -5.448]], "nbo_charge": [-0.612, -0.404, -0.401, -0.214, -0.656, 0.107, -0.756, 0.211, 0.211, 0.212, 0.198, 0.192, 0.203, 0.200, 0.194, 0.162, 0.358, 0.172, 0.150, 0.474, -0.939, 0.469, 0.470]}


Record 12
{"formula": "C5H15NO3", "method": "ωB97M-V with the def2-TZVPD basis set", "lumo_ev": 0.6, "charge": 0, "homo_energy_ev": -8.67, "gap_ha": 0.3392, "smiles": "C=CCNC=C.O.O.O", "e_tot_ha": -479.9158, "symbols": ["C", "C", "C", "N", "C", "C", "H", "H", "H", "H", "H", "H", "H", "H", "H", "O", "H", "H", "O", "H", "H", "O", "H", "H"], "positions_angstrom": [[-1.330, -2.164, 2.318], [-0.511, -1.567, 1.480], [-0.333, -1.928, 0.035], [-1.000, -0.922, -0.885], [-0.199, -0.625, -1.988], [-0.152, 0.544, -2.634], [-1.355, -1.959, 3.382], [-2.118, -2.839, 1.998], [0.186, -0.807, 1.818], [0.737, -1.901, -0.170], [-0.830, -2.869, -0.188], [-1.181, -0.105, -0.297], [0.347, -1.451, -2.431], [-0.697, 1.421, -2.320], [0.424, 0.644, -3.540], [-1.662, 1.922, 0.145], [-2.336, 2.305, -0.418], [-0.778, 2.033, -0.212], [2.547, 2.570, 2.311], [2.156, 2.439, 1.440], [1.942, 2.197, 2.956], [2.131, 1.286, -0.685], [1.734, 1.431, -1.540], [2.277, 0.346, -0.576]], "nbo_charge": [-0.362, -0.203, -0.255, -0.615, 0.021, -0.555, 0.201, 0.194, 0.195, 0.184, 0.203, 0.397, 0.190, 0.186, 0.209, -0.954, 0.484, 0.483, -0.950, 0.485, 0.465, -0.964, 0.486, 0.475]}